Entry from OMol25: 13 unconnected molecules or ions with the total composition C13H52O13 at a distorted geometry (ωB97M-V/def2-TZVPD).

Output
lowest unoccupied orbital energy	0.371	eV
max |F|	2.2	eV/A
HOMO energy	-9.88	eV
energy above the lowest of the compared OMol25 structures with the same formula, charge and spin	2.1552	eV
HOMO-LUMO gap	10.25	eV

Bonds (Å) are listed after each position.
CARTESIAN COORDINATES (ANGSTROEM)
1 C 0.066 -3.373 -3.632  O2 1.387, H3 1.090, H4 1.090, H5 1.090
2 O 0.270 -3.585 -4.987  C1 1.387, H6 0.960
3 H 0.503 -4.181 -3.046  C1 1.090
4 H 0.490 -2.446 -3.246  C1 1.090
5 H -0.992 -3.350 -3.371  C1 1.090
6 H 1.159 -3.424 -5.310  O2 0.960
7 C 0.122 3.640 -1.119  O8 1.436, H9 1.090, H10 1.090, H11 1.090
8 O -0.958 2.863 -1.659  C7 1.436, H12 0.960
9 H 1.099 3.436 -1.558  C7 1.090
10 H -0.100 4.702 -1.011  C7 1.090
11 H 0.406 3.294 -0.125  C7 1.090
12 H -1.688 2.869 -1.036  O8 0.960
13 C 1.199 -3.781 -0.014  O14 1.444, H15 1.090, H16 1.090, H17 1.090
14 O 2.595 -3.705 0.346  C13 1.444, H18 0.960
15 H 0.610 -3.048 0.537  C13 1.090
16 H 1.156 -3.542 -1.077  C13 1.090
17 H 0.720 -4.758 0.055  C13 1.090
18 H 2.638 -3.860 1.292  O14 0.960
19 C 4.171 2.045 -1.184  O20 1.376, H21 1.090, H22 1.090, H23 1.090
20 O 3.632 1.422 -0.082  C19 1.376, H24 0.960
21 H 3.609 1.915 -2.109  C19 1.090
22 H 4.067 3.130 -1.157  C19 1.090
23 H 5.248 1.958 -1.327  C19 1.090
24 H 3.188 0.607 -0.329  O20 0.960
25 C -0.458 3.936 3.492  O26 1.420, H27 1.090, H28 1.090, H29 1.090
26 O 0.100 3.078 2.508  C25 1.420, H30 0.960
27 H -1.133 3.496 4.226  C25 1.090
28 H 0.311 4.493 4.028  C25 1.090
29 H -1.055 4.720 3.027  C25 1.090
30 H 0.891 2.659 2.854  O26 0.960
31 C -0.059 0.117 0.336  O32 1.467, H33 1.090, H34 1.090, H35 1.090
32 O -0.801 -0.719 -0.613  C31 1.467, H36 0.960
33 H 0.847 0.514 -0.122  C31 1.090
34 H -0.655 0.965 0.674  C31 1.090
35 H 0.257 -0.475 1.195  C31 1.090
36 H -0.443 -0.625 -1.499  O32 0.960
37 C -3.638 0.995 -2.361  O38 1.394, H39 1.090, H40 1.090, H41 1.090
38 O -4.939 0.796 -2.818  C37 1.394, H42 0.960
39 H -3.038 0.102 -2.541  C37 1.090
40 H -3.131 1.841 -2.824  C37 1.090
41 H -3.617 1.094 -1.276  C37 1.090
42 H -5.447 0.489 -2.064  O38 0.960
43 C -3.841 -1.430 0.650  O44 1.431, H45 1.090, H46 1.090, H47 1.090
44 O -2.548 -1.594 1.242  C43 1.431, H48 0.960
45 H -4.336 -0.461 0.719  C43 1.090
46 H -3.799 -1.656 -0.415  C43 1.090
47 H -4.645 -1.994 1.123  C43 1.090
48 H -1.909 -1.246 0.616  O44 0.960
49 C -3.193 2.721 1.412  O50 1.447, H51 1.090, H52 1.090, H53 1.090
50 O -2.763 3.332 0.173  C49 1.447, H54 0.960
51 H -3.677 3.442 2.070  C49 1.090
52 H -4.016 2.065 1.127  C49 1.090
53 H -2.419 2.180 1.958  C49 1.090
54 H -3.502 3.865 -0.128  O50 0.960
55 C 1.539 -3.084 3.829  O56 1.478, H57 1.090, H58 1.090, H59 1.090
56 O 2.328 -4.024 3.004  C55 1.478, H60 0.960
57 H 1.002 -2.379 3.194  C55 1.090
58 H 0.881 -3.585 4.538  C55 1.090
59 H 2.193 -2.453 4.432  C55 1.090
60 H 2.153 -4.890 3.381  O56 0.960
61 C 1.273 0.525 -3.414  O62 1.427, H63 1.090, H64 1.090, H65 1.090
62 O -0.112 0.414 -3.092  C61 1.427, H66 0.960
63 H 1.577 -0.265 -4.100  C61 1.090
64 H 1.394 1.429 -4.012  C61 1.090
65 H 1.909 0.556 -2.529  C61 1.090
66 H -0.391 1.256 -2.725  O62 0.960
67 C -0.857 0.100 4.366  O68 1.381, H69 1.090, H70 1.090, H71 1.090
68 O 0.467 0.060 4.755  C67 1.381, H72 0.960
69 H -1.169 -0.722 3.721  C67 1.090
70 H -1.529 0.063 5.223  C67 1.090
71 H -1.046 1.044 3.854  C67 1.090
72 H 0.996 0.559 4.128  O68 0.960
73 C 3.665 -1.655 -2.002  O74 1.439, H75 1.090, H76 1.090, H77 1.090
74 O 2.758 -1.252 -0.961  C73 1.439, H78 0.960
75 H 4.096 -0.784 -2.498  C73 1.090
76 H 4.463 -2.246 -1.554  C73 1.090
77 H 3.142 -2.194 -2.792  C73 1.090
78 H 2.714 -2.004 -0.367  O74 0.960



Entry from OMol25: 21 unconnected molecules or ions with the total composition C41H63F10N11O52 at a distorted geometry (ωB97M-V/def2-TZVPD).

Output
lowest unoccupied orbital energy	-0.719	eV
max |F|	7.2	eV/A
HOMO energy	-10.26	eV
energy above the lowest of the compared OMol25 structures with the same formula, charge and spin	1.0489	eV
HOMO-LUMO gap	9.55	eV

Bonds (Å) are listed after each position.
CARTESIAN COORDINATES (ANGSTROEM)
1 C -2.503 -5.232 -0.096  N2 1.477, H5 1.090, H6 1.090, H7 1.090
2 N -2.214 -6.273 0.910  C1 1.477, O3 1.224, O4 1.203
3 O -1.137 -6.845 0.802  N2 1.224
4 O -2.988 -6.499 1.803  N2 1.203
5 H -3.175 -5.638 -0.852  C1 1.090
6 H -1.547 -4.877 -0.481  C1 1.090
7 H -3.017 -4.422 0.422  C1 1.090
8 C 6.506 -1.693 0.609  N9 1.514, H12 1.090, H13 1.090, H14 1.090
9 N 6.414 -2.980 1.402  C8 1.514, O10 1.213, O11 1.251
10 O 5.365 -3.588 1.393  N9 1.213
11 O 7.521 -3.335 1.864  N9 1.251
12 H 6.712 -0.805 1.206  C8 1.090
13 H 5.511 -1.569 0.180  C8 1.090
14 H 7.306 -1.890 -0.104  C8 1.090
15 C 3.575 -3.885 3.877  N16 1.452, H19 1.090, H20 1.090, H21 1.090
16 N 4.743 -4.583 4.385  C15 1.452, O17 1.239, O18 1.244
17 O 5.463 -3.979 5.191  N16 1.239
18 O 4.956 -5.783 4.135  N16 1.244
19 H 4.014 -2.961 3.502  C15 1.090
20 H 2.889 -3.741 4.712  C15 1.090
21 H 3.204 -4.549 3.096  C15 1.090
22 C 3.131 1.158 3.189  N23 1.531, H26 1.090, H27 1.090, H28 1.090
23 N 3.760 0.194 2.181  C22 1.531, O24 1.208, O25 1.238
24 O 4.251 0.597 1.153  N23 1.208
25 O 3.778 -1.014 2.450  N23 1.238
26 H 3.958 1.747 3.586  C22 1.090
27 H 2.449 0.584 3.815  C22 1.090
28 H 2.558 1.824 2.544  C22 1.090
29 C 2.706 -5.423 -0.401  N30 1.507, H33 1.090, H34 1.090, H35 1.090
30 N 2.733 -4.241 -1.337  C29 1.507, O31 1.183, O32 1.260
31 O 1.715 -3.904 -1.837  N30 1.183
32 O 3.872 -3.834 -1.693  N30 1.260
33 H 1.687 -5.567 -0.042  C29 1.090
34 H 3.285 -5.179 0.490  C29 1.090
35 H 3.098 -6.260 -0.979  C29 1.090
36 C 2.553 -0.923 -3.704  N37 1.478, H40 1.090, H41 1.090, H42 1.090
37 N 3.346 -0.425 -2.561  C36 1.478, O38 1.182, O39 1.225
38 O 4.477 -0.764 -2.518  N37 1.182
39 O 2.873 0.410 -1.799  N37 1.225
40 H 2.575 -0.147 -4.470  C36 1.090
41 H 1.520 -1.047 -3.382  C36 1.090
42 H 2.928 -1.873 -4.088  C36 1.090
43 C -0.446 2.138 6.119  N44 1.466, H47 1.090, H48 1.090, H49 1.090
44 N -1.796 2.661 5.885  C43 1.466, O45 1.274, O46 1.212
45 O -2.684 1.761 5.731  N44 1.274
46 O -2.005 3.852 5.947  N44 1.212
47 H -0.441 1.260 6.764  C43 1.090
48 H 0.052 2.936 6.671  C43 1.090
49 H -0.071 1.970 5.109  C43 1.090
50 C -4.646 -0.089 7.947  N51 1.534, H54 1.090, H55 1.090, H56 1.090
51 N -5.217 0.104 6.536  C50 1.534, O52 1.204, O53 1.256
52 O -4.708 -0.397 5.566  N51 1.204
53 O -6.234 0.827 6.395  N51 1.256
54 H -3.718 0.482 7.918  C50 1.090
55 H -4.456 -1.147 8.125  C50 1.090
56 H -5.397 0.309 8.629  C50 1.090
57 C -0.597 -2.872 8.069  N58 1.483, H61 1.090, H62 1.090, H63 1.090
58 N -0.551 -2.006 6.866  C57 1.483, O59 1.241, O60 1.239
59 O -1.526 -1.282 6.614  N58 1.241
60 O 0.482 -2.021 6.181  N58 1.239
61 H 0.306 -3.419 8.342  C57 1.090
62 H -1.509 -3.465 8.146  C57 1.090
63 H -0.734 -2.065 8.788  C57 1.090
64 C 3.691 3.599 -1.088  N65 1.478, H68 1.090, H69 1.090, H70 1.090
65 N 2.771 4.501 -0.365  C64 1.478, O66 1.174, O67 1.202
66 O 2.657 5.634 -0.652  N65 1.174
67 O 2.110 4.018 0.515  N65 1.202
68 H 3.249 3.443 -2.072  C64 1.090
69 H 3.640 2.615 -0.623  C64 1.090
70 H 4.675 4.068 -1.081  C64 1.090
71 C -0.643 3.989 -2.551  N72 1.464, H75 1.090, H76 1.090, H77 1.090
72 N -0.960 4.665 -1.293  C71 1.464, O73 1.190, O74 1.286
73 O -0.618 5.800 -1.197  N72 1.190
74 O -1.648 4.039 -0.405  N72 1.286
75 H -0.666 4.702 -3.375  C71 1.090
76 H -1.465 3.298 -2.737  C71 1.090
77 H 0.356 3.615 -2.324  C71 1.090
78 C -0.109 -4.267 -4.940  C79 1.549, O83 1.441, H85 1.090, H86 1.090
79 C -1.425 -3.831 -4.250  C78 1.549, O80 1.375, F84 1.283, H87 1.090
80 O -1.677 -4.770 -3.278  C79 1.375, C81 1.373
81 C -0.600 -5.613 -3.156  O80 1.373, O82 1.212, O83 1.322
82 O -0.446 -6.443 -2.286  C81 1.212
83 O 0.290 -5.370 -4.103  C78 1.441, C81 1.322
84 F -2.383 -3.888 -5.102  C79 1.283
85 H 0.557 -3.408 -4.859  C78 1.090
86 H -0.237 -4.648 -5.953  C78 1.090
87 H -1.341 -2.847 -3.790  C79 1.090
88 C 0.941 0.768 0.269  C89 1.492, O93 1.359, H95 1.090, H96 1.090
89 C -0.172 0.153 -0.511  C88 1.492, O90 1.401, F94 1.413, H97 1.090
90 O -1.369 0.307 0.199  C89 1.401, C91 1.370
91 C -0.987 0.739 1.442  O90 1.370, O92 1.210, O93 1.313
92 O -1.762 0.819 2.368  C91 1.210
93 O 0.306 0.969 1.453  C88 1.359, C91 1.313
94 F 0.034 -1.237 -0.661  C89 1.413
95 H 1.251 1.706 -0.194  C88 1.090
96 H 1.788 0.082 0.293  C88 1.090
97 H -0.320 0.612 -1.488  C89 1.090
98 C -4.020 1.116 -3.281  C99 1.561, O103 1.391, H105 1.090, H106 1.090
99 C -4.369 0.375 -4.610  C98 1.561, O100 1.437, F104 1.288, H107 1.090
100 O -3.236 -0.506 -4.673  C99 1.437, C101 1.342
101 C -2.209 -0.009 -3.967  O100 1.342, O102 1.201, O103 1.330
102 O -1.092 -0.434 -3.852  C101 1.201
103 O -2.641 0.971 -3.177  C98 1.391, C101 1.330
104 F -4.395 1.289 -5.518  C99 1.288
105 H -4.490 0.818 -2.344  C98 1.090
106 H -4.281 2.171 -3.190  C98 1.090
107 H -5.255 -0.255 -4.537  C99 1.090
108 C -2.710 -2.541 3.923  C109 1.551, O113 1.393, H115 1.090, H116 1.090
109 C -3.055 -2.230 2.444  C108 1.551, O110 1.389, F114 1.341, H117 1.090
110 O -4.159 -3.015 2.136  C109 1.389, C111 1.386
111 C -4.531 -3.712 3.275  O110 1.386, O112 1.225, O113 1.349
112 O -5.479 -4.476 3.414  C111 1.225
113 O -3.636 -3.523 4.266  C108 1.393, C111 1.349
114 F -2.075 -2.609 1.612  C109 1.341
115 H -2.820 -1.761 4.677  C108 1.090
116 H -1.715 -2.986 3.887  C108 1.090
117 H -3.289 -1.186 2.236  C109 1.090
118 C -0.516 0.486 -7.192  C119 1.547, O123 1.453, H125 1.090, H126 1.090
119 C 0.621 -0.469 -6.760  C118 1.547, O120 1.381, F124 1.327, H127 1.090
120 O 1.566 -0.350 -7.759  C119 1.381, C121 1.341
121 C 1.350 0.719 -8.540  O120 1.341, O122 1.249, O123 1.327
122 O 2.097 1.095 -9.467  C121 1.249
123 O 0.149 1.211 -8.261  C118 1.453, C121 1.327
124 F 0.108 -1.689 -6.652  C119 1.327
125 H -0.939 1.082 -6.383  C118 1.090
126 H -1.345 -0.024 -7.683  C118 1.090
127 H 1.064 -0.129 -5.824  C119 1.090
128 C 8.309 3.694 0.856  C129 1.498, O133 1.383, H135 1.090, H136 1.090
129 C 8.134 5.109 1.315  C128 1.498, O130 1.403, F134 1.354, H137 1.090
130 O 6.823 5.109 1.816  C129 1.403, C131 1.278
131 C 6.169 4.065 1.478  O130 1.278, O132 1.261, O133 1.364
132 O 5.024 3.682 1.842  C131 1.261
133 O 7.004 3.244 0.778  C128 1.383, C131 1.364
134 F 8.116 5.991 0.289  C129 1.354
135 H 8.749 3.047 1.614  C128 1.090
136 H 8.684 3.546 -0.157  C128 1.090
137 H 8.846 5.420 2.080  C129 1.090
138 C -5.435 -3.975 -3.169  C139 1.503, O143 1.478, H145 1.090, H146 1.090
139 C -6.212 -2.690 -3.226  C138 1.503, O140 1.479, F144 1.336, H147 1.090
140 O -5.403 -1.742 -2.429  C139 1.479, C141 1.261
141 C -4.418 -2.326 -1.900  O140 1.261, O142 1.237, O143 1.374
142 O -3.643 -1.832 -1.072  C141 1.237
143 O -4.455 -3.684 -2.101  C138 1.478, C141 1.374
144 F -7.434 -2.889 -2.723  C139 1.336
145 H -4.787 -4.082 -4.039  C138 1.090
146 H -6.075 -4.820 -2.914  C138 1.090
147 H -6.378 -2.362 -4.253  C139 1.090
148 C 2.831 4.920 -5.697  C149 1.484, O153 1.451, H155 1.090, H156 1.090
149 C 1.949 4.462 -6.800  C148 1.484, O150 1.417, F154 1.330, H157 1.090
150 O 1.478 3.223 -6.299  C149 1.417, C151 1.340
151 C 1.906 2.958 -5.057  O150 1.340, O152 1.251, O153 1.345
152 O 1.684 1.885 -4.454  C151 1.251
153 O 2.877 3.832 -4.738  C148 1.451, C151 1.345
154 F 2.561 4.177 -7.945  C149 1.330
155 H 2.416 5.809 -5.223  C148 1.090
156 H 3.877 5.044 -5.977  C148 1.090
157 H 1.126 5.170 -6.898  C149 1.090
158 C -5.116 1.003 0.486  C159 1.488, O163 1.403, H165 1.090, H166 1.090
159 C -5.117 1.553 1.868  C158 1.488, O160 1.422, F164 1.360, H167 1.090
160 O -6.496 1.881 1.983  C159 1.422, C161 1.305
161 C -7.063 2.098 0.827  O160 1.305, O162 1.212, O163 1.325
162 O -8.208 2.474 0.695  C161 1.212
163 O -6.259 1.579 -0.089  C158 1.403, C161 1.325
164 F -4.278 2.620 1.935  C159 1.360
165 H -5.245 -0.079 0.451  C158 1.090
166 H -4.201 1.159 -0.085  C158 1.090
167 H -4.851 0.790 2.600  C159 1.090
168 C 0.116 5.746 2.512  C169 1.531, O173 1.352, H175 1.090, H176 1.090
169 C -0.577 4.387 2.642  C168 1.531, O170 1.422, F174 1.324, H177 1.090
170 O -1.876 4.779 3.068  C169 1.422, C171 1.348
171 C -1.801 6.030 3.563  O170 1.348, O172 1.210, O173 1.324
172 O -2.673 6.555 4.216  C171 1.210
173 O -0.607 6.551 3.322  C168 1.352, C171 1.324
174 F -0.020 3.704 3.630  C169 1.324
175 H 0.194 6.157 1.506  C168 1.090
176 H 1.166 5.709 2.802  C168 1.090
177 H -0.550 3.744 1.762  C169 1.090



Question: lowest unoccupied orbital energy of number 2 (C41H63F10N11O52)?
Answer: -0.719 eV